Here is a molecular structure, C33H37AsBN6Pt from OMol25. Energies are from the ωB97M-V functional and the def2-TZVPD basis.

Properties
total charge: +3
E_HOMO (spin up / spin down): -16.60 / -16.55 eV
multiplicity: 5
gap between HOMO and LUMO (spin up / spin down): 8.5723 / 4.3577 eV
DFT total energy: -108497.0182 eV
energy relative to the best compared isomer or geometry (same formula, charge and spin): 0.0 kcal per mole

Cartesian coordinates (Å):
1 Pt -0.22 0.23 0.66
2 C 0.94 2.31 3.42
3 C -0.52 2.20 3.19
4 C -1.60 2.81 3.91
5 C -2.83 2.36 3.24
6 C -4.22 2.73 3.60
7 N -2.45 1.59 2.28
8 N -1.03 1.49 2.25
9 B -3.30 0.82 1.14
10 N -2.84 1.38 -0.21
11 N -1.53 1.28 -0.61
12 C -1.42 1.87 -1.80
13 C -0.14 1.97 -2.55
14 C -2.67 2.34 -2.19
15 C -3.54 2.02 -1.16
16 C -5.00 2.30 -1.04
17 N -3.00 -0.66 1.31
18 N -1.72 -1.15 1.26
19 C -1.78 -2.47 1.43
20 C -0.57 -3.34 1.42
21 C -3.10 -2.85 1.61
22 C -3.85 -1.68 1.53
23 C -5.32 -1.50 1.66
24 H 1.15 2.88 4.32
25 H 1.38 1.32 3.53
26 H 1.42 2.82 2.58
27 H -1.57 3.47 4.76
28 H -4.25 3.30 4.52
29 H -4.65 3.33 2.79
30 H -4.83 1.83 3.69
31 H -4.43 1.07 1.35
32 H 0.72 1.98 -1.87
33 H -0.03 1.14 -3.24
34 H -0.12 2.89 -3.12
35 H -2.91 2.87 -3.10
36 H -5.37 2.72 -1.97
37 H -5.56 1.39 -0.83
38 H -5.20 3.02 -0.25
39 H 0.33 -2.77 1.66
40 H -0.67 -4.13 2.16
41 H -0.46 -3.81 0.44
42 H -3.48 -3.84 1.79
43 H -5.80 -2.47 1.74
44 H -5.57 -0.94 2.56
45 H -5.73 -0.98 0.80
46 C 4.80 -4.15 0.33
47 C 5.33 -2.83 0.34
48 C 4.50 -1.76 0.12
49 C 3.13 -1.97 -0.11
50 C 2.62 -3.31 -0.16
51 C 3.44 -4.38 0.07
52 As 1.91 -0.53 -0.59
53 C 3.07 1.01 -0.71
54 C 3.40 1.59 -1.93
55 C 4.23 2.70 -1.95
56 C 4.73 3.22 -0.77
57 C 4.40 2.64 0.45
58 C 3.56 1.54 0.48
59 C 1.66 -1.31 -2.33
60 C 0.38 -1.69 -2.72
61 C 0.19 -2.29 -3.95
62 C 1.27 -2.52 -4.79
63 C 2.56 -2.16 -4.39
64 C 2.76 -1.57 -3.16
65 H 5.46 -4.98 0.50
66 H 6.38 -2.69 0.54
67 H 4.88 -0.74 0.12
68 H 1.58 -3.46 -0.40
69 H 3.08 -5.40 0.05
70 H 3.02 1.19 -2.86
71 H 4.49 3.15 -2.90
72 H 5.39 4.09 -0.80
73 H 4.80 3.05 1.37
74 H 3.31 1.09 1.44
75 H -0.47 -1.49 -2.07
76 H -0.81 -2.56 -4.27
77 H 1.12 -2.99 -5.75
78 H 3.40 -2.35 -5.05
79 H 3.76 -1.29 -2.85